A 2-piece molecular cluster, C25H28N2O6S overall, computed with ωB97M-V/def2-TZVPD.

```
! RIJCOSX wB97M-V def2-TZVPD def2/J DEFGRID3
* xyz 0 1
C 1.5243 -4.1999 0.8739
N 2.8091 -3.5481 1.0725
C 3.9902 -4.2555 1.2808
C 4.9991 -3.3548 1.3011
N 4.4405 -2.1000 1.0874
C 5.2473 -0.9006 0.9103
C 3.0978 -2.2191 0.9563
C 2.2269 -1.0714 0.5908
C 0.8730 -1.1633 1.1179
C -0.2166 -0.6781 0.4498
C -1.4080 -1.5342 0.3480
C -2.1124 -1.7229 -0.8753
C -3.2277 -2.5655 -0.9434
C -3.5968 -3.3262 0.1708
C -2.8284 -3.2603 1.3387
C -1.7837 -2.3426 1.4413
O 2.6852 -0.1373 -0.1014
H 0.8167 -3.9166 1.6580
H 1.0834 -3.9593 -0.0996
H 1.6897 -5.2827 0.8997
H 4.0320 -5.3204 1.4225
H 6.0679 -3.4719 1.3799
H 4.8376 -0.0470 1.4641
H 6.2436 -1.1365 1.3051
H 5.3308 -0.6375 -0.1545
H 0.7950 -1.7842 2.0202
H -0.1249 0.1707 -0.2190
H -1.7867 -1.1959 -1.7672
H -3.8098 -2.6261 -1.8659
H -4.5020 -3.9509 0.1262
H -3.0578 -3.9164 2.1841
H -1.2545 -2.2091 2.3909
C -4.7130 3.4359 2.3163
C -3.2879 3.8707 2.1433
O -2.6281 2.7687 1.4825
C -1.2952 2.9774 1.4212
C -0.6569 2.3877 0.1788
O 0.3865 3.1458 -0.2410
C 0.3439 4.6175 -0.3729
S -1.8022 2.0583 -1.2166
C -0.5312 1.4593 -2.3511
C -0.9455 1.0739 -3.6344
C 0.0261 0.6385 -4.5382
C 1.3849 0.6481 -4.1967
C 1.7778 1.0521 -2.9244
C 0.8063 1.3590 -1.9868
O -2.7599 0.9978 -0.9978
O -2.2099 3.3872 -1.6573
O -0.6714 3.7043 2.1810
H -5.2858 4.3113 2.6510
H -5.1251 3.0392 1.3807
H -4.7808 2.6537 3.0761
H -3.1948 4.7728 1.5180
H -2.8251 4.0649 3.1219
H 1.3652 4.8525 -0.6560
H -0.3558 4.9541 -1.1575
H 0.0989 5.0548 0.5956
H -2.0128 1.1052 -3.8945
H -0.2911 0.3089 -5.5219
H 2.1427 0.3537 -4.9158
H 2.8155 1.1142 -2.6006
H 1.1437 1.4961 -0.9669
*
```

## Properties
E_HOMO, eV: -5.748
F_max, eV/Å: 3.5
HOMO-LUMO gap, eV: 4.30
Electronic energy, eV: -52473.4393
Lowest unoccupied orbital energy, hartree: -0.053